42
Properties=species:S:1:pos:R:3:forces:R:3 method="wB97M-V/def2-TZVPD" max_force_ev_per_a=4.322 lumo_ev="2.1956 / -1.9049" spin_multiplicity=9 charge=-1 orbital_gap_ev="1.811 / 3.603"
Cr -1.13547 -0.32507 0.32371 -0.48 0.71 -0.25
N -2.71043 0.18128 3.34927 0.20 1.93 0.87
O -1.93587 -0.09795 2.44233 -0.50 -0.94 -1.46
O -3.93986 0.36937 3.20147 0.97 -0.69 -0.36
O -2.16154 0.44565 4.42198 -0.78 -0.25 0.97
N -3.81628 1.26490 -0.74444 2.20 -0.86 0.16
O -2.59094 1.21339 -0.52398 1.08 0.55 0.43
O -4.20944 1.24515 -1.87373 -1.24 0.25 -2.86
O -4.55612 1.13918 0.19677 -2.02 0.05 2.47
Cl -2.32118 -2.48531 -0.17154 -0.19 -0.74 0.01
C 1.20641 -0.24555 -3.54590 0.92 0.66 -1.04
C -0.02284 -0.30326 -2.75871 -1.35 -0.55 4.07
O -0.00695 -0.41156 -1.50529 1.17 0.16 -1.82
N -1.24112 -0.14082 -3.28852 0.25 -0.86 -2.29
C -1.51891 -0.39436 -4.70253 -0.86 0.57 -0.42
H 2.13912 -0.33326 -2.98870 -0.48 -0.42 0.37
H 1.22612 0.77994 -3.91480 0.07 0.15 -0.46
H 1.22727 -0.90763 -4.41153 -0.05 0.00 0.08
H -2.01549 -0.17255 -2.64087 0.06 0.09 0.14
H -1.70051 0.55402 -5.20820 0.07 0.05 -0.20
H -2.42152 -0.98465 -4.86050 -0.21 0.06 0.51
H -0.79351 -0.95306 -5.29393 0.55 0.17 0.63
C 1.55603 3.07899 -0.42583 -1.02 0.54 -0.47
S 0.97170 2.53763 1.20200 -0.47 -2.27 -1.83
O 0.27481 1.15715 0.91693 1.87 3.22 1.02
C 2.64910 2.21742 1.82905 -0.13 0.16 0.20
H 1.93862 4.09120 -0.29486 0.53 -0.13 -0.05
H 0.70188 3.19287 -1.09333 -0.39 -0.04 0.26
H 2.20464 2.38102 -0.95520 0.33 -0.01 0.64
H 3.48128 2.18470 1.12584 -0.52 -0.46 -0.55
H 2.49343 1.25888 2.32410 0.54 0.17 0.42
H 2.92742 3.06535 2.45487 -0.32 -0.29 0.64
C 2.20826 -3.31145 1.99754 -0.24 -0.37 -0.27
S 1.55871 -1.61804 2.14345 0.75 0.19 1.03
O 0.46720 -1.41458 1.13824 0.02 -1.45 0.36
C 0.82076 -1.75655 3.85567 -0.23 -0.54 -0.91
H 2.14446 -3.65877 0.96633 -0.57 0.32 -0.17
H 1.67978 -4.00281 2.65392 -0.03 0.03 -0.02
H 3.28452 -3.38369 2.15425 0.11 0.57 0.64
H 1.45486 -2.40248 4.46294 0.18 0.22 -0.08
H -0.13662 -2.25600 3.70707 -0.07 -0.06 -0.03
H 0.61818 -0.79863 4.33469 0.30 0.11 -0.36

31
Properties=species:S:1:pos:R:3:forces:R:3 method="wB97M-V/def2-TZVPD" max_force_ev_per_a=2.924 lumo_ev="-7.7482 / -6.5379" spin_multiplicity=5 charge=+1 orbital_gap_ev="3.677 / 4.888"
Cr 3.49701 2.80459 -0.75268 -0.49 -1.81 -0.14
Cl 3.10977 0.88030 -1.97500 0.44 1.89 1.28
C -0.04361 -0.55014 -3.08626 -1.99 0.55 0.86
C -1.44752 -0.59779 -2.34745 0.53 0.10 0.14
C -2.46983 -1.53644 -2.96234 2.23 -1.83 0.47
O -3.64450 -1.48131 -2.23408 -1.75 0.15 0.03
C -3.99418 -2.66721 -1.53722 -0.57 0.27 0.94
N -1.13767 -1.05570 -0.96315 -1.50 -0.43 0.87
H 0.44054 -1.49004 -3.02946 0.15 -1.28 0.08
H 0.57019 0.08333 -2.46322 0.23 0.60 -0.30
H -0.08236 -0.26621 -4.13288 -0.07 0.43 0.02
H -1.98082 0.36202 -2.28548 0.56 0.27 -0.34
H -1.95469 -2.55361 -2.83503 -0.91 0.88 -0.57
H -2.63522 -1.31750 -4.01628 -0.06 -0.03 -0.07
H -4.93810 -2.55964 -0.92228 1.10 0.52 -0.76
H -3.15395 -2.82137 -0.87272 -0.04 -0.87 0.43
H -4.18566 -3.54474 -2.15161 0.33 0.04 -0.45
H -2.00329 -1.24959 -0.38821 0.82 -0.07 -1.42
H -0.83932 -0.26469 -0.42667 0.81 0.68 0.06
C 3.16877 2.43372 4.03285 -2.31 -0.04 1.09
C 2.50308 1.48418 3.04186 0.12 1.10 0.97
C 1.07720 1.10633 3.28263 0.05 -0.74 -0.52
O 2.66462 2.08268 1.74883 0.33 0.08 -2.86
H 2.51440 3.31765 4.32617 0.89 -0.95 -0.67
H 4.15486 2.72495 3.74776 0.56 0.25 -0.33
H 3.23484 1.81863 4.92885 0.27 0.24 0.34
H 3.01930 0.56890 3.09407 1.24 -1.13 -0.38
H 0.69338 0.37504 2.56327 0.27 0.16 -0.22
H 0.42826 1.92332 3.29753 -1.05 1.51 -0.08
H 0.96515 0.61051 4.21485 0.15 -0.40 1.06
H 2.46932 1.37984 1.10334 -0.35 -0.13 0.46

33
Properties=species:S:1:pos:R:3:forces:R:3 method="wB97M-V/def2-TZVPD" max_force_ev_per_a=6.812 lumo_ev=-0.7417 charge=0 orbital_gap_ev=6.554
C 4.06190 -2.10054 -0.28035 -0.80 0.16 0.75
C 4.34292 -0.97811 0.84876 0.89 -0.97 -0.68
O 3.83831 0.32023 0.50144 -1.04 -0.46 0.67
C 2.38211 0.34262 0.57671 0.57 0.01 -0.85
C 1.93297 1.85724 0.41053 1.38 0.06 0.63
O 0.49819 2.07784 0.46084 1.49 -0.11 0.38
N -0.20029 0.88201 0.32268 -2.29 0.21 -1.49
C -1.11805 1.09604 -0.79236 -2.73 -0.82 0.32
N -0.66724 1.84547 -1.85584 0.77 -0.97 -0.39
N -2.41744 0.55401 -0.91040 3.03 4.76 3.82
C -3.13876 0.53802 0.43984 -0.69 -2.23 1.09
N -4.41065 -0.25993 0.39035 1.70 0.07 -0.24
C -4.09792 -1.71717 0.23693 -0.33 -1.00 0.78
H 4.99050 -2.71000 -0.52615 -1.25 0.91 0.28
H 3.60937 -1.62825 -1.21406 0.86 -0.60 1.14
H 3.26794 -2.78939 0.15830 1.04 0.61 -0.84
H 3.91728 -1.35351 1.84427 0.58 0.71 -1.21
H 5.47363 -0.87112 0.92636 -1.53 0.09 0.14
H 2.02193 -0.29679 -0.29692 0.00 0.80 1.35
H 2.07893 -0.09896 1.57896 0.03 0.55 -1.19
H 2.37755 2.44189 1.28862 -0.66 -0.75 -1.20
H 2.35043 2.32026 -0.53792 -0.54 -0.80 0.96
H -0.68582 0.77610 1.22102 0.01 -0.36 -0.61
H -0.88015 2.83030 -1.98815 -0.03 -0.70 0.07
H -0.15349 1.31640 -2.57027 -0.35 0.80 0.37
H -2.95547 1.17710 -1.53572 0.49 -1.25 -0.26
H -2.47237 -0.03310 1.16884 -0.32 0.82 -0.85
H -3.30623 1.57720 0.85285 0.04 -1.05 -0.85
H -4.92807 -0.12086 1.26582 0.45 0.09 -0.50
H -5.01496 -2.30225 0.57283 1.14 0.74 -0.40
H -3.21449 -2.05669 0.89498 -1.07 0.54 -0.61
H -3.85612 -2.03341 -0.81173 -0.36 0.80 1.02
Cl -3.62646 -0.60269 -2.64101 -0.46 -0.65 -1.60

36
Properties=species:S:1:pos:R:3:forces:R:3 method="wB97M-V/def2-TZVPD" max_force_ev_per_a=3.608 lumo_ev="-6.3298 / -10.7661" spin_multiplicity=6 charge=+2 orbital_gap_ev="9.404 / 5.891"
Cr -22.23996 -11.57587 34.39238 0.47 -0.40 -0.03
O -21.93028 -13.43327 37.70126 -1.72 1.70 0.21
C -22.80286 -12.44487 37.45936 1.37 -0.03 -3.34
O -23.26896 -11.85152 38.51418 -0.40 -0.07 -0.66
O -23.01001 -12.06655 36.28477 -0.36 -0.04 2.06
H -21.83490 -13.21200 38.63053 1.33 -1.34 1.44
C -20.08552 -11.09570 30.61480 1.15 -2.22 -0.93
C -21.22981 -11.77240 31.30036 -0.06 -1.28 -0.48
O -21.52599 -11.00485 32.47924 -0.44 -0.21 0.58
O -20.44101 -9.87992 30.11395 -0.67 2.55 0.87
H -19.73772 -11.58268 29.70376 -0.08 -1.17 0.40
H -19.23995 -11.06503 31.30194 0.21 0.19 0.10
H -21.01912 -12.79288 31.62026 0.34 0.15 0.11
H -22.08167 -11.88533 30.62976 -0.29 0.54 0.15
H -21.45897 -10.09036 32.19498 -0.23 0.50 0.11
H -20.03040 -9.24796 30.70862 -0.04 0.81 -0.53
C -20.51656 -14.26508 34.24199 0.00 0.59 0.53
C -19.59396 -13.03982 34.24620 1.51 -1.89 -0.07
O -20.08750 -11.93180 34.96872 -1.58 0.25 0.22
O -21.81821 -13.78689 33.94760 -0.68 0.22 -0.28
H -20.53200 -14.75450 35.21581 0.09 0.15 0.18
H -20.26531 -15.03754 33.51517 0.62 0.35 -0.14
H -19.29589 -12.73958 33.24165 -0.09 -0.04 -0.03
H -18.72957 -13.39916 34.80460 0.44 0.08 -0.39
H -19.40999 -11.25172 34.97733 0.12 0.17 0.10
H -22.35226 -14.54286 33.69283 -0.39 0.05 -0.02
C -24.21248 -9.60351 33.38359 -1.32 -1.36 0.05
C -25.02633 -10.92001 33.59037 0.13 0.99 0.34
O -24.17602 -12.09739 33.54568 0.09 1.00 -0.43
O -23.17400 -9.58143 34.39078 -0.28 0.04 -0.73
H -24.91835 -8.78528 33.52629 0.04 0.01 0.26
H -23.86926 -9.51564 32.35277 0.58 -0.13 0.12
H -25.83098 -10.94832 32.85564 0.17 -0.21 -0.10
H -25.46058 -10.87108 34.58894 -0.12 -0.02 0.00
H -24.69629 -12.89893 33.45377 -0.17 -0.06 0.05
H -22.93649 -8.66373 34.54247 0.27 0.14 0.28

no.,E (eV)
1,-93064.103
2,-54086.274
3,-30138.648
4,-54398.781